# 1
{
  "formula": "C24H55BrN4O11P",
  "method": "the ωB97M-V functional and the def2-TZVPD basis",
  "symbols": ["N", "C", "C", "C", "N", "C", "N", "P", "O", "O", "N", "C", "C", "Br", "H", "H", "H", "H", "H", "H", "H", "H", "H", "H", "H", "H", "H", "C", "O", "C", "C", "O", "C", "C", "O", "C", "H", "H", "H", "H", "H", "H", "H", "H", "H", "H", "H", "H", "H", "H", "C", "O", "C", "C", "O", "C", "C", "O", "C", "H", "H", "H", "H", "H", "H", "H", "H", "H", "H", "H", "H", "H", "H", "C", "O", "C", "C", "O", "C", "C", "O", "C", "H", "H", "H", "H", "H", "H", "H", "H", "H", "H", "H", "H", "H", "H"],
  "positions_angstrom": [[2.93295, 5.97684, 4.79107], [1.85551, 5.31581, 4.48579], [0.52036, 5.36185, 5.33064], [0.10471, 3.94978, 5.97339], [0.11093, 2.84125, 4.95553], [1.34152, 2.11108, 4.93251], [1.72883, 1.61369, 3.73950], [3.23726, 0.71013, 3.43635], [4.59637, 1.57201, 3.98416], [3.08665, -0.78692, 4.22194], [2.22715, 1.88107, 6.03481], [1.50601, 2.12362, 7.30747], [0.85453, 3.57931, 7.32008], [2.26204, 4.84573, 7.88888], [2.74833, 6.53836, 5.63613], [1.86915, 4.61962, 3.58952], [0.47689, 6.20989, 6.08273], [-0.31582, 5.59725, 4.58555], [-0.99168, 4.07975, 6.25545], [-0.06140, 3.22215, 4.02060], [1.13122, 1.78157, 2.91848], [5.15060, 0.91289, 4.45972], [2.57944, -1.34220, 3.59331], [3.09923, 2.42121, 5.95975], [0.78461, 1.29309, 7.54445], [2.27520, 2.12626, 8.14560], [0.09041, 3.55754, 8.16207], [3.61659, -1.63447, -4.60952], [3.98145, -0.63342, -3.67822], [3.33913, 0.60621, -3.94765], [3.37291, 1.49763, -2.71523], [2.36350, 1.16641, -1.75967], [2.59895, -0.01409, -0.99608], [3.66171, 0.17520, 0.07863], [4.95932, 0.07011, -0.48621], [5.95000, 0.61876, 0.35924], [3.89125, -1.33701, -5.62641], [4.15001, -2.54949, -4.35181], [2.54095, -1.83482, -4.55338], [2.29871, 0.43776, -4.24899], [3.88123, 1.09262, -4.76731], [3.14517, 2.51847, -3.03315], [4.36215, 1.51922, -2.25550], [2.81825, -0.86599, -1.64020], [1.64850, -0.22604, -0.49479], [3.56130, -0.61474, 0.83352], [3.53078, 1.15235, 0.55377], [5.77239, 1.68863, 0.51322], [6.91744, 0.49832, -0.12854], [5.97099, 0.09687, 1.32203], [-1.07379, 1.48205, -1.85143], [-1.85973, 1.34616, -3.01540], [-1.09852, 1.54852, -4.20228], [-1.82201, 0.95348, -5.40127], [-1.64480, -0.45700, -5.51103], [-2.38576, -1.24608, -4.58179], [-3.86948, -1.32384, -4.92541], [-4.54173, -0.15291, -4.47514], [-5.79891, 0.00917, -5.10172], [-0.63538, 2.48413, -1.79389], [-1.71867, 1.32603, -0.98443], [-0.28331, 0.72404, -1.83478], [-0.11043, 1.08413, -4.10474], [-0.98036, 2.62998, -4.34265], [-1.37391, 1.37207, -6.30639], [-2.87920, 1.22394, -5.41310], [-2.21968, -0.91294, -3.55703], [-1.96817, -2.25329, -4.66186], [-4.31964, -2.18361, -4.41385], [-3.98838, -1.44000, -6.00741], [-5.67490, 0.12821, -6.18311], [-6.26068, 0.91513, -4.70757], [-6.45161, -0.84304, -4.88839], [-4.06545, -6.88010, 0.83545], [-3.29297, -5.71006, 0.64986], [-2.26855, -5.89388, -0.31994], [-1.77383, -4.54789, -0.82904], [-2.62621, -3.97807, -1.82051], [-3.85005, -3.42224, -1.33508], [-3.65206, -2.08895, -0.61980], [-3.21425, -2.30805, 0.71863], [-2.64711, -1.14735, 1.28338], [-3.43743, -7.71003, 1.17526], [-4.81995, -6.67287, 1.59444], [-4.57726, -7.15133, -0.09426], [-2.64332, -6.48722, -1.16150], [-1.44275, -6.42956, 0.16419], [-0.81662, -4.71093, -1.33177], [-1.59122, -3.84660, -0.01267], [-4.39392, -4.13914, -0.71974], [-4.45661, -3.23937, -2.22620], [-4.60772, -1.55293, -0.57522], [-2.92043, -1.48449, -1.16647], [-1.75790, -0.84219, 0.71883], [-2.34247, -1.38095, 2.30515], [-3.37655, -0.33125, 1.30848]],
  "total_charge": 1,
  "lumo_ha": -0.1475,
  "multiplicity": 1,
  "total_energy_ev": -133581.97169,
  "mol_weight_g_mol": 686.6
}

=====

# 2
{
  "formula": "C24H55FN3O2S2",
  "method": "the ωB97M-V functional and the def2-TZVPD basis",
  "symbols": ["C", "C", "C", "N", "C", "S", "S", "C", "C", "C", "C", "C", "N", "C", "F", "C", "C", "C", "C", "C", "C", "N", "H", "H", "H", "H", "H", "H", "H", "H", "H", "H", "H", "H", "H", "H", "H", "H", "H", "H", "H", "H", "H", "H", "H", "H", "H", "H", "H", "H", "H", "H", "H", "H", "H", "H", "H", "C", "C", "O", "C", "C", "H", "H", "H", "H", "H", "H", "H", "H", "H", "H", "C", "C", "O", "C", "C", "H", "H", "H", "H", "H", "H", "H", "H", "H", "H"],
  "positions_angstrom": [[-0.40072, -2.43477, 3.26577], [0.35984, -1.79294, 2.09734], [0.48787, -2.71860, 0.87603], [1.95037, -2.74347, 0.39121], [2.34702, -1.79288, -0.72906], [4.10518, -1.29525, -0.45034], [2.21712, -2.61541, -2.37746], [1.41262, -0.58156, -0.68436], [1.80951, 0.48947, -1.70820], [1.30126, 1.90070, -1.39001], [1.46737, 2.34418, 0.06194], [1.30276, 3.87098, 0.24068], [0.18040, 4.30271, 1.06946], [-0.04936, -1.01080, -0.89653], [-0.83792, -0.00990, -0.33575], [-0.42260, -2.36699, -0.29114], [-1.89216, -2.45537, 0.13792], [-2.88954, -2.15070, -0.99292], [-4.03212, -1.24499, -0.54360], [-5.06348, -0.99102, -1.65549], [-5.37983, 0.48497, -1.85306], [-6.11413, 1.01544, -0.70156], [0.28802, -2.73577, 4.05306], [-1.09080, -1.72251, 3.71457], [-0.98866, -3.30018, 2.95664], [-0.12683, -0.86623, 1.79393], [1.35666, -1.49923, 2.44744], [0.29513, -3.74780, 1.18451], [2.23262, -3.68893, 0.13095], [2.50747, -2.49381, 1.20922], [4.25996, -1.87351, 0.74874], [2.03635, -3.86490, -1.92738], [1.49201, -0.17113, 0.32661], [2.89509, 0.52423, -1.83110], [1.40176, 0.18786, -2.67685], [1.85991, 2.58480, -2.03212], [0.25972, 1.99943, -1.70323], [0.71929, 1.85189, 0.69120], [2.44573, 2.01668, 0.43557], [1.19955, 4.33039, -0.74675], [2.21194, 4.29029, 0.67253], [-0.59587, 3.65470, 1.02488], [0.44581, 4.39291, 2.04074], [-0.26715, -1.02099, -1.96418], [-0.27534, -3.11494, -1.07670], [-2.07164, -1.78336, 0.97961], [-2.06400, -3.46974, 0.50984], [-3.30712, -3.08834, -1.36895], [-2.38476, -1.68117, -1.84193], [-4.51340, -1.69399, 0.32929], [-3.60512, -0.29540, -0.20197], [-6.00038, -1.49493, -1.41146], [-4.70273, -1.41236, -2.59942], [-6.00316, 0.60571, -2.74026], [-4.44500, 1.03250, -2.04344], [-5.48581, 1.33220, 0.02637], [-6.67542, 1.81495, -0.96412], [0.90540, -0.65388, 7.96973], [1.69768, -1.40731, 6.91848], [1.43953, -0.98443, 5.58266], [1.72024, 0.37883, 5.30167], [3.17188, 0.77212, 5.50707], [-0.16487, -0.72401, 7.77251], [1.10306, -1.08613, 8.95107], [1.17954, 0.40030, 8.01714], [1.42105, -2.46186, 6.92819], [2.76958, -1.35309, 7.13490], [1.06373, 1.03435, 5.88294], [1.44531, 0.50686, 4.25185], [3.47324, 0.69570, 6.55159], [3.31688, 1.80895, 5.20088], [3.83479, 0.14023, 4.91341], [-0.57691, 3.39906, -6.49187], [0.61478, 3.19589, -5.57541], [0.46681, 2.11570, -4.65915], [0.26904, 0.83984, -5.24300], [1.42241, 0.36447, -6.10862], [-1.48975, 3.54178, -5.91250], [-0.41576, 4.28713, -7.10377], [-0.72573, 2.55873, -7.17065], [0.74990, 4.07125, -4.94033], [1.53260, 3.07678, -6.16084], [-0.66862, 0.81229, -5.80826], [0.13969, 0.16191, -4.39561], [1.55932, 0.99278, -6.98844], [1.22563, -0.64988, -6.45925], [2.35625, 0.36252, -5.54310]],
  "total_charge": 1,
  "lumo_ha": -0.1133,
  "multiplicity": 1,
  "total_energy_ev": -58726.16774,
  "mol_weight_g_mol": 500.9
}